Record 1
{
  "formula": "C22H38O7",
  "method": "ωB97M-V/def2-TZVPD",
  "e_tot_ev": -37764.186,
  "smiles": "CCCCCCCCCCCCCCCC(=O)OC[C@H](O)[C@@H]1OC(=O)C(O)=C1O",
  "e_lumo_ev": 0.57,
  "orbital_gap_ev": 9.55,
  "fmax_ha_per_bohr": 0.01951,
  "e_above_lowest_kj_mol": 18.7,
  "elements": ["H", "C", "H", "C", "H", "C", "H", "H", "O", "H", "C", "O", "O", "H", "C", "C", "H", "H", "H", "H", "C", "H", "H", "C", "H", "H", "C", "H", "C", "H", "H", "H", "H", "H", "C", "C", "H", "H", "O", "C", "H", "H", "C", "C", "H", "C", "C", "H", "H", "C", "H", "C", "H", "H", "C", "C", "H", "H", "H", "O", "H", "O", "H", "H", "O", "H", "C"],
  "xyz": [[-3.0968, 4.2555, -1.6394], [-3.0105, 2.1077, -1.5790], [-2.3444, -0.4145, -0.4215], [3.7249, 1.2597, -2.3078], [4.6548, 1.3578, -1.7369], [2.7625, -1.8419, 3.8342], [-1.7806, -2.7132, -0.1777], [-0.9326, -1.5373, 1.8628], [0.5318, 2.8045, -1.2045], [4.3943, -2.9100, 2.9070], [-3.0236, -0.3648, 0.4304], [4.0904, 0.9473, -3.6166], [1.8030, 2.6070, -3.0343], [-1.8452, -2.6570, 2.8726], [-0.1648, -3.5424, 1.8588], [-1.3257, -2.5509, 1.9171], [4.6099, -2.6205, 4.6337], [2.9694, 0.6660, 1.5413], [-2.3879, 3.5533, -3.8947], [-3.7414, 1.9544, -2.3767], [2.9287, 0.0841, -1.6791], [-2.4925, 0.0486, 1.2917], [-4.8730, 0.6025, 0.9374], [-1.6500, 3.6576, -3.0957], [3.6394, 3.3770, -2.6524], [-0.5649, -4.5556, 1.9486], [0.6640, -0.0448, -1.5288], [3.2833, 0.8981, -4.1472], [-3.4772, -1.7877, 0.7546], [-4.5671, 2.6682, -0.2080], [2.2752, -2.1991, 1.7677], [3.4939, -3.8664, 4.0857], [-3.0230, 2.3194, 0.5623], [-3.9936, -1.8044, 1.7174], [-0.5168, 2.6645, -3.3854], [2.5095, 0.3141, -0.2573], [-2.7138, -3.7947, 0.8550], [0.3752, -3.2315, 3.9200], [3.4268, 0.5476, 0.6967], [0.6178, 2.7150, -2.4020], [-4.7310, 0.1752, -0.7678], [1.5222, -4.2053, 3.0002], [-3.7088, 1.9918, -0.2234], [0.8800, -3.3238, 2.9554], [-0.5495, 0.4884, 0.5564], [-2.3132, -2.7808, 0.7743], [1.7456, -2.0869, 2.7177], [2.7235, 2.8497, -1.2032], [-1.2488, 4.6729, -3.1449], [1.1675, 0.2477, -0.1883], [-1.6107, 3.6062, -0.9485], [-4.1830, 0.5702, 0.0902], [-0.9092, 1.6446, -3.3517], [-0.1106, 2.8369, -4.3829], [2.9835, 2.6062, -2.2383], [-2.3427, 3.4709, -1.7445], [1.0999, -1.2112, 2.6389], [3.2085, -0.8528, 3.6976], [0.3211, -3.4684, 0.8824], [1.7146, -0.1370, -2.3775], [3.5509, -0.8140, -1.7878], [0.3622, 0.4259, 0.8832], [2.2444, -1.8370, 4.7959], [-4.1903, -2.1097, -0.0080], [-0.4815, -0.1851, -1.8772], [-2.2564, 1.3276, -1.6645], [3.8823, -2.8756, 3.8664]],
  "atomic_forces_ev_per_a": [[0.0, 0.0, 0.0], [0.1, 0.3, 0.3], [0.1, 0.0, 0.0], [-0.8, 0.1, 0.4], [-0.1, 0.0, 0.0], [0.0, -0.1, -0.2], [0.0, -0.1, -0.1], [0.0, 0.1, 0.1], [-0.1, 0.1, 0.1], [0.1, 0.0, -0.1], [-0.5, -0.2, -0.1], [0.0, -0.2, -0.5], [0.2, 0.0, -0.4], [0.0, 0.1, 0.1], [-0.1, 0.1, 0.3], [0.1, -0.3, -0.4], [0.1, -0.1, 0.0], [0.1, 0.0, 0.0], [0.0, 0.1, 0.0], [0.0, -0.1, -0.1], [0.9, 0.3, 0.3], [0.1, 0.1, 0.0], [-0.1, -0.1, 0.0], [0.1, 0.0, 0.3], [-0.1, -0.1, 0.1], [0.0, 0.0, -0.1], [-0.2, -0.2, 0.3], [0.1, 0.0, 0.0], [0.3, 0.0, -0.1], [0.0, 0.1, 0.1], [0.0, 0.1, -0.1], [0.0, -0.1, 0.0], [0.0, 0.1, 0.1], [-0.1, 0.0, 0.0], [-0.2, 0.1, -0.1], [-0.9, -0.3, -0.1], [0.1, -0.1, -0.1], [0.0, 0.0, 0.1], [0.0, 0.1, 0.0], [-0.1, 0.1, -0.1], [-0.1, -0.1, 0.0], [0.0, 0.0, 0.1], [-0.2, -0.2, -0.2], [0.1, 0.0, -0.4], [0.0, 0.0, 0.0], [-0.2, 0.1, 0.3], [-0.1, 0.0, 0.4], [0.1, 0.0, -0.2], [0.0, 0.0, -0.1], [0.7, -0.1, 0.0], [-0.1, 0.1, 0.0], [0.3, 0.2, 0.2], [0.1, 0.0, 0.0], [0.0, -0.1, 0.0], [0.5, -0.1, 0.5], [-0.1, -0.1, -0.2], [0.0, 0.0, -0.1], [0.0, 0.1, 0.1], [0.0, -0.1, -0.1], [-0.2, -0.1, -0.4], [-0.1, 0.1, 0.0], [0.1, 0.0, -0.2], [0.0, 0.1, 0.0], [-0.1, 0.0, 0.0], [0.3, -0.1, 0.0], [0.0, -0.1, -0.1], [-0.1, 0.2, 0.1]]
}

***

Record 2
{
  "formula": "C22H46O6",
  "method": "ωB97M-V/def2-TZVPD",
  "e_tot_ev": -35839.892,
  "smiles": "C#C[C@H]1COC(=O)C1.CCOCC.CCOCC.CCOCC.CCOCC",
  "e_lumo_ev": 0.66,
  "orbital_gap_ev": 10.20,
  "fmax_ha_per_bohr": 0.07687,
  "e_above_lowest_kj_mol": 185.0,
  "elements": ["C", "H", "C", "C", "C", "H", "C", "H", "H", "C", "H", "C", "H", "H", "O", "H", "H", "H", "H", "H", "C", "H", "H", "H", "H", "O", "C", "H", "C", "H", "H", "C", "H", "H", "H", "O", "C", "C", "H", "H", "H", "H", "H", "H", "C", "H", "O", "H", "H", "H", "H", "H", "H", "C", "H", "H", "H", "C", "H", "C", "H", "O", "H", "C", "C", "H", "H", "C", "C", "H", "O", "C", "H", "H"],
  "xyz": [[-0.8650, -0.5644, 2.1829], [4.3004, -0.8446, 0.1654], [2.0221, 1.5184, -4.8045], [-3.5541, -4.2505, -0.1115], [4.7142, -0.4875, -1.9369], [-1.2281, 1.6665, -4.4980], [-1.3698, 2.4605, -3.7618], [6.4457, -0.2305, 0.1546], [-0.6237, 6.5964, 4.1232], [-0.9299, -1.3956, 4.7039], [4.2168, 0.0183, -2.7677], [-1.3758, 3.6238, 1.5471], [-3.8108, -4.7988, -1.0241], [-4.5827, -2.4269, -0.6757], [-0.2558, -3.5372, 0.2699], [-0.5200, 3.8443, -0.4210], [-5.9535, -3.3508, 0.8274], [-2.8676, -2.4681, -1.1063], [-2.1007, 3.1642, -4.1666], [-1.9564, -2.3968, 2.9023], [-0.1917, 3.8335, 0.6205], [-1.8902, 2.7053, 1.2539], [0.2427, -3.6062, 3.2133], [-2.5326, -4.5346, 0.1473], [-6.1808, -6.1902, -0.3344], [-1.0062, 3.4575, 2.9083], [-1.1460, 5.8262, 3.5517], [0.6399, 4.7111, 3.0301], [0.2044, -2.6380, 2.6430], [1.1117, -1.9629, 2.6216], [4.7747, -1.5465, -2.2095], [-5.7626, -4.4295, 0.8477], [-1.3215, 6.2183, 2.5473], [2.8624, -0.6413, -0.8380], [7.8906, -2.2530, -0.2563], [0.8853, 2.3488, -2.7899], [-0.2419, -2.6377, 1.1097], [7.1529, -1.9295, -0.9938], [-2.1054, 4.4344, 1.4470], [-1.6099, 0.2817, 2.1712], [0.5457, 3.0380, 0.7498], [-0.1112, 4.2389, 4.5411], [-7.4858, -4.9832, -0.3277], [-3.3683, -2.2175, 0.5814], [-0.0647, 3.1728, -3.4508], [-0.2730, 4.0049, -2.7742], [-4.3713, -4.6818, 0.9692], [-1.7828, 2.0008, -2.8605], [0.3118, 4.7816, 0.8215], [0.4862, 0.5070, -3.6525], [3.8570, 0.7645, -0.3967], [7.5356, -2.1427, -1.9945], [-0.7977, -1.6162, 7.0240], [-3.5946, -2.7542, -0.3436], [0.3727, 3.6090, -4.3549], [2.8336, 2.2317, -4.6432], [-6.2234, -4.8079, 1.7631], [-0.3280, 4.5469, 3.5158], [2.0268, 0.6830, -2.8378], [3.8851, -0.2907, -0.6794], [1.3348, 1.9632, -5.5277], [6.0148, 0.0746, -1.8495], [0.1320, -0.0375, 2.3662], [-0.8736, -1.3725, 5.9286], [1.3224, 1.1969, -3.4952], [6.2535, -2.5332, -0.8521], [7.7995, 0.1061, -0.9059], [-1.0492, -1.7737, 3.1807], [6.8604, -0.4473, -0.8359], [-6.0299, -4.7179, -1.2886], [-0.6070, -1.2679, 0.9222], [-6.4024, -5.1206, -0.3440], [-2.1222, 5.6472, 4.0081], [2.4324, 0.6097, -5.2504]],
  "atomic_forces_ev_per_a": [[1.7, -0.2, 0.6], [-0.1, 0.0, 0.0], [-0.1, 0.1, -0.1], [0.1, 0.0, 0.0], [0.0, 0.0, 0.1], [0.0, 0.1, 0.0], [0.0, -0.2, -0.1], [0.0, -0.1, 0.0], [0.0, -0.1, 0.0], [-0.4, -1.2, -0.2], [0.2, 0.1, 0.0], [0.1, 0.0, -0.1], [0.0, 0.1, 0.0], [0.0, 0.0, -0.1], [0.0, 3.3, 2.2], [0.0, -0.1, 0.1], [0.0, 0.0, -0.1], [0.0, 0.0, 0.1], [0.0, 0.0, 0.0], [0.7, 1.1, 0.8], [0.1, 0.2, 0.1], [0.0, 0.0, 0.2], [0.4, 0.9, -1.1], [-0.2, -0.1, 0.1], [0.0, 0.0, 0.1], [-0.1, -0.2, 0.1], [-0.1, 0.1, -0.2], [0.0, 0.1, 0.0], [-1.7, 0.5, -0.5], [-0.7, -1.1, 0.6], [0.0, 0.0, 0.1], [0.0, -0.1, 0.0], [0.1, 0.0, 0.0], [0.0, 0.0, 0.0], [0.0, 0.0, 0.0], [0.0, 0.1, 0.2], [0.3, -0.5, 0.5], [-0.2, -0.1, 0.0], [0.0, 0.0, 0.0], [0.2, -1.5, -0.6], [-0.1, 0.0, -0.1], [-0.1, -0.2, -0.1], [0.1, 0.0, 0.0], [0.1, 0.0, -0.1], [0.0, -0.1, 0.0], [0.2, -0.1, 0.1], [0.0, -0.1, 0.2], [0.0, 0.1, 0.0], [0.0, 0.0, -0.1], [0.0, 0.0, -0.1], [0.0, 0.0, -0.1], [0.0, 0.1, 0.1], [-0.1, 0.9, -1.9], [-0.3, 0.1, 0.0], [0.0, 0.0, -0.1], [0.0, -0.1, 0.0], [0.2, 0.0, 0.0], [0.0, 0.1, 0.0], [-0.1, 0.2, 0.1], [0.1, -0.1, 0.2], [0.0, -0.1, 0.0], [0.1, 0.1, -0.1], [-1.3, -0.6, 0.4], [0.1, -0.9, -0.9], [0.0, 0.0, -0.1], [0.1, 0.0, 0.1], [-0.1, 0.1, -0.1], [1.5, 1.0, 0.7], [0.0, -0.1, 0.0], [-0.1, 0.0, 0.0], [-0.8, -1.5, -0.8], [0.1, 0.1, -0.2], [0.1, 0.0, 0.0], [0.0, 0.0, 0.0]]
}